Here is a gas-phase ion, C4H9NP (charge +1) in a non-equilibrium geometry from the OMol25 dataset. Energies are from ωB97M-V with the def2-TZVPD basis set.

Energy ... -15063.69565 eV
SMILES string ... [NH3+][C@H]1CCC=P1
Energy relative to the best compared isomer or geometry (same formula, charge and spin) ... 43.0 kcal/mol
LUMO ... -4.08 eV
Total charge ... +1

The geometry in XYZ format:
```
15
Properties=species:S:1:pos:R:3:lowdin_charge:R:1
N 0.011 -1.622 -1.324 0.11
C 0.445 -0.970 -0.002 -0.42
C 0.747 0.769 -0.270 -0.08
C -0.084 1.494 0.831 -0.28
C -1.185 0.650 1.355 -0.38
P -1.108 -1.001 1.075 0.98
H -0.673 -2.392 -1.040 0.14
H 0.911 -2.063 -1.806 0.23
H -0.469 -0.829 -1.766 0.14
H 1.325 -1.228 0.359 0.04
H 0.339 1.001 -1.273 0.10
H 1.841 0.799 -0.150 0.10
H -0.495 2.348 0.433 0.08
H 0.445 1.901 1.742 0.15
H -2.050 1.144 1.834 0.08
```

Here is a single C4H9NS molecule in a non-equilibrium geometry from the OMol25 dataset. Energies are from ωB97M-V with the def2-TZVPD basis set.

Energy ... -16616.72542 eV
SMILES string ... NC/C=C/CS
Energy relative to the best compared isomer or geometry (same formula, charge and spin) ... 62.9 kcal/mol
LUMO ... 0.96 eV
Total charge ... 0

The geometry in XYZ format:
```
15
Properties=species:S:1:pos:R:3:lowdin_charge:R:1
N -1.572 -0.047 -2.286 -0.09
C -1.556 0.491 -0.843 -0.23
C -0.268 -0.231 -0.342 -0.14
C 0.625 0.415 0.432 -0.18
C 1.634 -0.447 1.225 -0.62
S 2.222 0.273 2.759 0.65
H -0.715 0.527 -2.782 0.13
H -1.573 -1.016 -2.512 0.02
H -1.487 1.584 -0.935 0.11
H -2.496 0.138 -0.540 0.08
H -0.338 -1.370 -0.623 0.14
H 0.503 1.504 0.694 0.11
H 2.647 -0.659 0.693 0.10
H 1.214 -1.383 1.377 0.03
H 1.160 0.220 3.683 -0.11
```

Here is a single C4H9NS molecule in a non-equilibrium geometry from the OMol25 dataset. Energies are from ωB97M-V with the def2-TZVPD basis set.

Energy ... -16616.85642 eV
Energy relative to the best compared isomer or geometry (same formula, charge and spin) ... 59.9 kcal/mol
LUMO (alpha / beta) ... 0.36 / 0.36 eV
Total charge ... 0

The geometry in XYZ format:
```
15
Properties=species:S:1:pos:R:3:lowdin_charge:R:1
C 0.510 -0.784 0.246 -0.22
C -0.922 -1.542 0.244 -0.27
C 0.501 0.686 0.566 -0.29
C 1.285 1.638 -0.345 -0.13
N -1.833 -0.650 -0.517 -0.56
S -1.965 0.822 0.213 0.67
H 1.061 -1.455 0.976 0.13
H 0.825 -0.875 -0.790 0.09
H -0.904 -2.518 -0.248 0.10
H -1.393 -1.616 1.196 0.08
H 0.349 0.997 1.624 0.09
H 1.517 1.362 -1.433 0.10
H 2.150 1.978 0.178 0.05
H 0.550 2.513 -0.347 0.08
H -1.731 -0.555 -1.562 0.08
```

Here is 2 unconnected molecules or ions with the total composition C4H9O in a non-equilibrium geometry from the OMol25 dataset. Energies are from ωB97M-V with the def2-TZVPD basis set.

Energy ... -6339.45904 eV
Energy relative to the best compared isomer or geometry (same formula, charge and spin) ... 30.2 kcal/mol
LUMO ... 4.10 eV
Total charge ... -1

The geometry in XYZ format:
```
14
Properties=species:S:1:pos:R:3:lowdin_charge:R:1
C 2.492 0.292 0.522 -0.49
O 1.906 -0.911 0.315 -0.46
H 2.189 0.798 1.483 0.03
H 2.210 1.099 -0.220 0.02
H 3.604 0.205 0.444 0.02
C -0.875 -0.746 0.556 -0.14
C -1.955 -0.014 -0.259 -0.25
C -1.683 0.488 -1.460 -0.05
H -1.181 -1.779 0.738 0.06
H -0.643 -0.205 1.474 0.06
H 0.070 -0.787 -0.045 0.04
H -2.917 -0.053 0.252 0.07
H -2.534 0.885 -2.011 0.03
H -0.683 0.729 -1.789 0.05
```

Here is 2 unconnected molecules or ions with the total composition C4H9O2 in a non-equilibrium geometry from the OMol25 dataset. Energies are from ωB97M-V with the def2-TZVPD basis set.

Energy ... -8390.19669 eV
Energy relative to the best compared isomer or geometry (same formula, charge and spin) ... 6.8 kcal/mol
LUMO ... 4.39 eV
Total charge ... -1

The geometry in XYZ format:
```
15
Properties=species:S:1:pos:R:3:lowdin_charge:R:1
C 1.824 -0.512 1.631 -0.19
C 1.589 0.922 1.198 -0.19
H 2.717 -0.700 2.231 0.04
H 0.947 -0.926 2.139 0.05
H 1.856 -1.147 0.745 0.06
H 2.173 1.135 0.296 0.06
H 1.689 1.682 1.973 0.05
H 0.612 0.969 0.720 0.03
C -2.060 0.297 -1.524 -0.07
C -0.811 -0.199 -0.738 -0.80
O -1.099 -0.739 0.353 -0.09
O 0.290 -0.044 -1.306 -0.09
H -1.827 0.565 -2.561 0.05
H -2.313 1.293 -1.127 0.05
H -2.944 -0.327 -1.430 0.04
```

Here is a gas-phase ion, C4H9O2 (charge -1) in a non-equilibrium geometry from the OMol25 dataset. Energies are from ωB97M-V with the def2-TZVPD basis set.

Energy ... -8387.94014 eV
SMILES string ... [O-]CCCCO
Energy relative to the best compared isomer or geometry (same formula, charge and spin) ... 58.8 kcal/mol
LUMO ... 3.54 eV
Total charge ... -1

The geometry in XYZ format:
```
15
Properties=species:S:1:pos:R:3:lowdin_charge:R:1
O -1.949 -2.145 -1.485 -0.36
C -1.087 -1.813 -0.524 -0.61
C -0.578 -0.359 -0.598 -0.26
C 0.383 0.141 0.438 -0.24
C 0.735 1.608 0.223 -0.30
O 1.704 2.084 1.149 -0.09
H -1.544 -1.970 0.500 0.08
H -0.136 -2.431 -0.440 0.08
H -1.457 0.282 -0.751 0.10
H -0.201 -0.260 -1.630 0.11
H 0.119 0.067 1.500 0.11
H 1.310 -0.438 0.294 0.11
H -0.192 2.148 0.432 0.11
H 1.073 1.791 -0.790 0.11
H 1.820 1.294 1.683 0.06
```

Here is 2 unconnected molecules or ions with the total composition C4H9O2 in a non-equilibrium geometry from the OMol25 dataset. Energies are from ωB97M-V with the def2-TZVPD basis set.

Energy ... -8389.51098 eV
Energy relative to the best compared isomer or geometry (same formula, charge and spin) ... 22.6 kcal/mol
LUMO ... 3.77 eV
Total charge ... -1

The geometry in XYZ format:
```
15
Properties=species:S:1:pos:R:3:lowdin_charge:R:1
C -0.816 -1.473 -0.565 -0.16
C -0.373 -1.100 -1.988 -0.17
H -1.650 -2.188 -0.570 0.05
H 0.028 -2.080 -0.265 0.06
H -1.301 -0.699 0.017 0.06
H -0.566 -2.000 -2.598 0.05
H -0.978 -0.297 -2.409 0.06
H 0.652 -0.985 -2.260 0.04
C 1.317 1.239 1.426 -0.07
C -0.136 1.834 1.597 -0.80
O -0.468 1.788 2.813 -0.14
O -0.714 2.425 0.668 -0.11
H 1.443 0.165 1.322 0.04
H 1.808 1.682 2.289 0.04
H 1.753 1.688 0.524 0.04
```

Here is a gas-phase ion, C4H9O2 (charge -1) from the OMol25 dataset. Energies are from ωB97M-V with the def2-TZVPD basis set.

Energy ... -8388.20452 eV
SMILES string ... [O-]CCCCO
Energy relative to the best compared isomer or geometry (same formula, charge and spin) ... 52.7 kcal/mol
LUMO ... 3.82 eV
Total charge ... -1

The geometry in XYZ format:
```
15
Properties=species:S:1:pos:R:3:lowdin_charge:R:1
O 0.119 1.158 -1.921 -0.33
C 1.115 0.874 -1.088 -0.60
C 0.725 0.953 0.408 -0.24
C -0.544 0.145 0.697 -0.23
C -0.601 -1.200 -0.005 -0.27
O -1.493 -2.123 0.676 -0.12
H 2.033 1.542 -1.130 0.07
H 1.576 -0.161 -1.170 0.07
H 0.519 2.007 0.620 0.09
H 1.560 0.631 1.050 0.09
H -1.416 0.743 0.414 0.10
H -0.686 -0.088 1.762 0.10
H -0.903 -1.098 -1.054 0.11
H 0.366 -1.670 0.060 0.10
H -2.371 -1.713 0.681 0.07
```

Here is 2 unconnected molecules or ions with the total composition C4H9O2 in a non-equilibrium geometry from the OMol25 dataset. Energies are from ωB97M-V with the def2-TZVPD basis set.

Energy ... -8390.29007 eV
Energy relative to the best compared isomer or geometry (same formula, charge and spin) ... 4.7 kcal/mol
LUMO ... 4.09 eV
Total charge ... -1

The geometry in XYZ format:
```
15
Properties=species:S:1:pos:R:3:lowdin_charge:R:1
C 0.735 -0.115 -2.654 -0.18
C 1.115 -0.324 -1.194 -0.19
H 1.546 0.349 -3.224 0.05
H 0.464 -1.067 -3.117 0.05
H -0.140 0.518 -2.783 0.06
H 1.604 0.537 -0.754 0.06
H 1.805 -1.176 -1.152 0.05
H 0.258 -0.531 -0.545 0.03
C -0.629 0.329 2.691 -0.06
C -1.687 0.141 1.548 -0.79
O -2.818 -0.177 1.969 -0.10
O -1.281 0.399 0.398 -0.11
H -0.788 -0.314 3.556 0.04
H -0.548 1.389 2.942 0.05
H 0.365 0.042 2.319 0.04
```

Here is a molecular structure, C4H9O2 in a non-equilibrium geometry from the OMol25 dataset. Energies are from ωB97M-V with the def2-TZVPD basis set.

Energy ... -8387.69261 eV
Energy relative to the best compared isomer or geometry (same formula, charge and spin) ... 64.6 kcal/mol
LUMO ... 4.47 eV
Total charge ... -1

The geometry in XYZ format:
```
15
Properties=species:S:1:pos:R:3:lowdin_charge:R:1
C -0.846 -0.708 -0.187 -0.19
C -0.211 -0.316 1.154 -0.21
C 1.100 0.465 0.887 -0.35
O 1.752 0.069 -0.278 -0.18
C -0.717 0.379 -1.292 -0.35
O 0.488 0.292 -1.985 -0.19
H -0.169 -1.469 -0.513 0.09
H -1.798 -1.168 -0.066 0.08
H -0.022 -1.253 1.687 0.09
H -0.835 0.216 1.827 0.07
H 1.798 0.291 1.742 0.09
H 0.813 1.481 0.878 0.07
H 1.056 0.027 -1.109 -0.19
H -1.601 0.341 -1.961 0.09
H -0.808 1.354 -0.785 0.09
```

Here is 2 unconnected molecules or ions with the total composition C4H9O2 in a non-equilibrium geometry from the OMol25 dataset. Energies are from ωB97M-V with the def2-TZVPD basis set.

Energy ... -8390.26561 eV
Energy relative to the best compared isomer or geometry (same formula, charge and spin) ... 5.2 kcal/mol
LUMO ... 4.26 eV
Total charge ... -1

The geometry in XYZ format:
```
15
Properties=species:S:1:pos:R:3:lowdin_charge:R:1
C -1.648 -0.274 -0.405 -0.17
C -1.049 -1.207 -1.465 -0.18
H -1.046 0.612 -0.226 0.03
H -2.609 0.111 -0.789 0.05
H -1.962 -0.774 0.515 0.05
H -0.917 -0.639 -2.385 0.06
H -0.097 -1.608 -1.131 0.05
H -1.797 -1.973 -1.690 0.04
C 1.795 0.599 1.712 -0.05
C 1.304 1.013 0.290 -0.81
O 1.632 0.286 -0.676 -0.10
O 0.703 2.116 0.221 -0.12
H 1.033 0.851 2.451 0.05
H 2.579 1.333 1.912 0.05
H 2.079 -0.448 1.668 0.05
```

Here is 2 unconnected molecules or ions with the total composition C4H9O2 in a non-equilibrium geometry from the OMol25 dataset. Energies are from ωB97M-V with the def2-TZVPD basis set.

Energy ... -8389.39687 eV
Energy relative to the best compared isomer or geometry (same formula, charge and spin) ... 25.2 kcal/mol
LUMO ... 3.72 eV
Total charge ... -1

The geometry in XYZ format:
```
15
Properties=species:S:1:pos:R:3:lowdin_charge:R:1
C 1.696 -0.154 -1.030 -0.06
C 2.690 0.533 0.047 -0.79
O 3.393 1.506 -0.265 -0.10
O 2.602 -0.048 1.156 -0.13
H 2.025 -1.160 -1.311 0.05
H 1.486 0.521 -1.863 0.05
H 0.882 -0.173 -0.308 -0.01
C -1.445 -0.192 -0.233 -0.16
C -2.288 -0.094 1.049 -0.17
H -1.650 -0.799 -1.082 0.06
H -1.272 0.856 -0.478 0.07
H -0.474 -0.488 0.118 0.02
H -2.072 -0.904 1.754 0.06
H -3.358 -0.244 0.868 0.05
H -2.215 0.840 1.579 0.05
```